Formula: C6H5ClF3N
Source: the Open Molecules 2025 dataset
Level of theory: ωB97M-V/def2-TZVPD

## Properties
Calculated total energy   -1046.02774 a.u.
Frontier orbital gap   8.962 eV
HOMO energy   -8.63 eV

Last column: natural (NBO) charge in e.
Geometry (Å):
Cl (-1.56807, -1.74997, 0.09784)  0.0568
F (-3.29385, 1.47457, 0.93745)  -0.3279
F (-3.10685, 1.30699, -1.18899)  -0.3289
F (-3.99328, -0.29711, -0.05791)  -0.3047
N (0.76333, 0.42415, 0.25836)  -0.5735
C (2.95043, -0.68368, -0.15587)  -0.5954
C (1.40835, -2.06011, -0.16209)  0.1050
C (-1.64691, -0.01501, 0.10843)  -0.2489
C (-0.55175, 0.76421, 0.18957)  0.0547
C (1.41939, -0.77538, 0.02921)  -0.1464
C (-3.00550, 0.59208, -0.04480)  0.9540
H (3.36828, -1.67026, -0.38059)  0.2821
H (3.40957, -0.32398, 0.76606)  0.2177
H (3.16688, -0.02491, -0.99379)  0.2203
H (-0.71506, 1.83427, 0.21737)  0.2270
H (1.39503, 1.20414, 0.37977)  0.4083